Molecular formula: C4H7O2
Method: DFT, wB97M-V/def2-TZVPD

The geometry in XYZ format:
```
13
Properties=species:S:1:pos:R:3:forces:R:3:mulliken_charge:R:1
H 1.660 -1.891 -0.873 0.117 0.027 0.142 0.35
H 1.044 -0.501 -1.752 -0.028 0.085 -0.091 0.32
H -0.518 -1.360 0.005 -0.360 0.496 -0.123 0.30
H -0.174 1.249 -0.796 -0.013 -0.232 -0.131 0.27
C 1.374 -0.840 -0.773 0.257 0.148 0.724 -1.17
H 0.483 -0.835 1.286 0.609 -0.136 -0.135 0.29
C -1.766 0.910 0.579 -0.978 0.021 1.251 0.37
H 0.301 1.472 0.862 0.047 -0.145 0.165 0.27
O -2.583 0.330 -0.180 0.501 0.175 -0.088 -0.74
O -2.037 1.510 1.664 0.369 -0.231 -0.816 -0.76
C 0.251 -0.617 0.239 -0.457 -0.346 -0.182 -0.34
H 2.241 -0.243 -0.467 0.150 -0.141 -0.286 0.28
C -0.275 0.816 0.206 -0.214 0.280 -0.430 -0.44
```
Forces are in eV/Å.

## Properties
- Electronic energy: -307.1484 Ha
- Gap between HOMO and LUMO: 7.7 eV
- Largest force on an atom: 0.0309 Eh/bohr
- Highest occupied orbital energy: -3.681 eV
- Charge: -1
- ΔE to the lowest compared entry with this formula, charge and spin: 3.3 kcal per mole
- Structure (SMILES): CCCC(=O)[O-]